1.
The following is a quantum chemistry calculation of a cluster of 13 separate species, C38H102BN24O15 in total, from OMol25.

The geometry in ORCA input format:
```
! RIJCOSX wB97M-V def2-TZVPD def2/J DEFGRID3
* xyz -1 1
C 3.754 -3.891 5.508
C 2.429 -3.555 4.810
C 1.383 -2.964 5.765
C -0.071 -3.163 5.343
C -0.382 -2.815 3.883
C -1.181 -1.530 3.643
C -2.139 -1.610 2.442
C -1.526 -1.142 1.133
C -0.701 -2.253 0.492
C -0.233 -1.948 -0.924
C 1.096 -1.177 -0.917
C 2.305 -2.006 -1.382
C 3.478 -1.887 -0.418
C 4.264 -0.583 -0.576
C 4.772 -0.065 0.756
C 5.312 1.357 0.751
C 4.340 2.482 0.329
C 3.781 3.375 1.462
C 2.249 3.417 1.698
C 1.430 2.278 1.067
C 1.000 2.546 -0.378
O 1.802 4.613 1.066
B 1.439 5.591 2.104
O 0.892 4.698 3.166
C 1.781 3.589 3.217
C 2.839 3.884 4.283
C 3.568 2.673 4.888
C 2.665 1.447 5.116
C 2.774 0.484 3.953
O 1.612 -0.333 3.809
H 4.582 -3.422 4.986
H 3.751 -3.488 6.520
H 3.927 -4.961 5.565
H 2.038 -4.397 4.254
H 2.632 -2.783 4.069
H 1.592 -1.899 5.859
H 1.519 -3.405 6.753
H -0.680 -2.527 5.987
H -0.375 -4.185 5.559
H -0.922 -3.655 3.451
H 0.539 -2.734 3.311
H -1.765 -1.274 4.523
H -0.491 -0.705 3.476
H -3.005 -0.989 2.671
H -2.512 -2.624 2.309
H -0.951 -0.227 1.276
H -2.336 -0.897 0.443
H 0.174 -2.431 1.120
H -1.314 -3.154 0.511
H -1.000 -1.324 -1.380
H -0.130 -2.863 -1.496
H 1.002 -0.302 -1.553
H 1.283 -0.830 0.099
H 2.602 -1.726 -2.391
H 2.001 -3.053 -1.397
H 3.064 -1.948 0.590
H 4.132 -2.752 -0.527
H 3.601 0.134 -1.059
H 5.089 -0.777 -1.260
H 5.599 -0.715 1.050
H 4.011 -0.211 1.511
H 5.651 1.584 1.762
H 6.200 1.379 0.121
H 3.563 2.082 -0.311
H 4.932 3.136 -0.308
H 4.029 4.405 1.236
H 4.306 3.148 2.382
H 1.987 1.333 1.060
H 0.515 2.117 1.633
H 0.680 1.617 -0.848
H 1.799 2.979 -0.971
H 0.169 3.239 -0.400
H 0.598 6.442 1.794
H 2.459 6.196 2.512
H 1.134 2.782 3.550
H 2.309 4.375 5.096
H 3.561 4.606 3.917
H 4.375 2.377 4.215
H 4.054 2.926 5.827
H 1.622 1.714 5.249
H 2.965 0.936 6.030
H 3.676 -0.122 4.056
H 2.892 1.090 3.058
H 1.311 -0.249 2.904
C -2.709 7.088 3.987
O -3.592 7.733 4.561
N -1.707 6.466 4.637
N -2.669 6.971 2.629
H -0.980 5.954 4.159
H -1.682 6.529 5.642
H -3.393 7.422 2.104
H -1.940 6.471 2.149
C -2.222 -2.918 -3.898
O -1.339 -3.732 -3.593
N -2.182 -2.177 -5.015
N -3.299 -2.719 -3.086
H -2.893 -1.504 -5.250
H -1.406 -2.293 -5.645
H -3.349 -3.251 -2.239
H -4.029 -2.069 -3.304
C -3.767 1.542 -5.894
O -3.337 0.401 -5.984
N -2.947 2.603 -5.654
N -5.094 1.838 -6.018
H -3.274 3.547 -5.564
H -1.969 2.410 -5.538
H -5.719 1.071 -6.182
H -5.469 2.766 -5.933
C 0.008 -1.378 -8.139
O -0.279 -1.182 -6.974
N 0.783 -2.423 -8.557
N -0.448 -0.550 -9.134
H 1.016 -2.592 -9.516
H 1.126 -3.049 -7.854
H -1.017 0.227 -8.851
H -0.231 -0.676 -10.105
C 2.884 -6.235 1.654
O 2.800 -5.923 2.823
N 2.972 -5.298 0.654
N 2.913 -7.542 1.233
H 3.050 -5.528 -0.319
H 2.950 -4.330 0.928
H 2.854 -8.250 1.940
H 2.984 -7.814 0.271
C 2.500 -5.728 -3.898
O 3.362 -6.542 -3.609
N 2.573 -4.949 -5.024
N 1.395 -5.512 -3.135
H 1.878 -4.265 -5.257
H 3.376 -5.065 -5.612
H 1.306 -6.046 -2.293
H 0.676 -4.847 -3.371
C 6.889 -4.267 2.263
O 6.326 -3.217 2.499
N 8.196 -4.493 2.622
N 6.272 -5.307 1.622
H 8.681 -5.350 2.440
H 8.673 -3.749 3.095
H 5.315 -5.172 1.349
H 6.721 -6.178 1.416
C -3.284 -6.155 -5.786
O -3.889 -5.123 -6.017
N -2.180 -6.209 -4.989
N -3.679 -7.358 -6.325
H -1.685 -7.059 -4.802
H -1.849 -5.347 -4.570
H -4.487 -7.351 -6.917
H -3.204 -8.223 -6.155
C -7.667 3.903 -4.084
O -7.400 4.664 -4.999
N -7.520 4.247 -2.772
N -8.116 2.631 -4.318
H -7.724 3.630 -2.009
H -7.182 5.170 -2.576
H -8.224 2.363 -5.278
H -8.322 1.964 -3.599
C -1.533 8.336 8.162
O -1.849 7.167 8.062
N -1.928 9.262 7.237
N -0.761 8.809 9.193
H -1.680 10.231 7.280
H -2.487 8.927 6.467
H -0.454 8.143 9.876
H -0.487 9.767 9.286
C -3.370 -2.703 -11.468
O -3.707 -3.755 -11.978
N -3.713 -1.488 -12.010
N -2.625 -2.634 -10.325
H -3.459 -0.608 -11.605
H -4.262 -1.501 -12.848
H -2.365 -3.501 -9.893
H -2.337 -1.771 -9.900
C -7.508 6.893 4.913
O -7.201 5.720 5.009
N -6.617 7.919 4.990
N -8.820 7.276 4.712
H -6.890 8.878 4.906
H -5.638 7.707 5.132
H -9.503 6.548 4.650
H -9.110 8.231 4.628
*
```

Computed properties:
- frontier orbital gap (eV) = 5.501
- max |F| (eV/Å) = 1.1
- highest occupied orbital energy (eV) = -4.3
- DFT total energy (eV) = -108227.8697

---

2.
The following is a quantum chemistry calculation of a structure of composition C29H43ClGeMnNO3S, from OMol25.

The geometry in ORCA input format:
```
! RIJCOSX wB97M-V def2-TZVPD def2/J DEFGRID3
* xyz 1 6
Mn 0.380 -1.096 -0.470
C 1.942 -4.417 0.324
C 0.850 -3.961 1.278
C 1.300 -4.171 2.720
C -0.445 -4.723 1.020
O 0.580 -2.567 1.042
Ge 0.366 -1.113 2.325
O -0.991 -0.621 1.079
C -2.364 -0.282 1.330
C -3.133 -0.615 0.057
C -2.889 -1.110 2.496
C -2.449 1.207 1.639
O 1.466 -0.128 1.046
C 2.856 0.197 1.235
C 3.305 0.961 -0.005
C 2.990 1.057 2.486
C 3.677 -1.079 1.375
H 2.145 -5.479 0.463
H 1.643 -4.261 -0.715
H 2.866 -3.867 0.501
H 1.500 -5.228 2.897
H 2.216 -3.615 2.931
H 0.529 -3.855 3.425
H -0.290 -5.800 1.100
H -1.207 -4.429 1.744
H -0.823 -4.499 0.020
H -3.009 -1.673 -0.190
H -4.198 -0.413 0.182
H -2.767 -0.010 -0.775
H -2.760 -2.176 2.296
H -2.368 -0.862 3.422
H -3.951 -0.916 2.651
H -2.076 1.793 0.796
H -3.479 1.505 1.840
H -1.848 1.445 2.520
H 2.688 1.845 -0.164
H 4.343 1.279 0.092
H 3.232 0.324 -0.892
H 2.345 1.932 2.417
H 2.710 0.492 3.377
H 4.020 1.393 2.612
H 3.572 -1.698 0.482
H 4.733 -0.842 1.505
H 3.354 -1.660 2.242
C 1.146 5.836 -0.448
C 0.128 4.805 0.060
C -1.152 5.520 0.515
C 0.733 4.084 1.263
C -0.220 3.837 -1.067
C -0.774 4.355 -2.258
C -1.174 3.557 -3.303
C -1.013 2.180 -3.166
S -1.479 0.905 -4.239
C -0.906 -0.243 -3.102
N -0.366 0.258 -2.019
C -0.432 1.646 -2.017
C -0.041 2.471 -0.958
C -1.119 -1.693 -3.256
C -2.391 -2.165 -3.585
C -2.676 -3.523 -3.552
C -1.695 -4.429 -3.164
C -0.419 -3.986 -2.853
C -0.146 -2.634 -2.924
H 1.416 6.518 0.359
H 0.747 6.434 -1.267
H 2.056 5.346 -0.799
H -0.921 6.218 1.321
H -1.888 4.803 0.885
H -1.610 6.087 -0.295
H 0.950 4.808 2.049
H 1.670 3.592 1.001
H 0.050 3.339 1.679
H -0.909 5.424 -2.352
H -1.612 3.988 -4.193
H 0.360 2.007 -0.067
H -3.164 -1.450 -3.832
H -3.667 -3.870 -3.810
H -1.914 -5.487 -3.115
H 0.360 -4.688 -2.591
Cl 1.514 -2.113 -2.658
*
```

Computed properties:
- frontier orbital gap (spin up / spin down) (eV) = 8.279 / 8.262
- max |F| (eV/Å) = 0.5
- highest occupied orbital energy (spin up / spin down) (eV) = -11.4 / -11.5
- DFT total energy (eV) = -149597.1327
- ΔE to the lowest compared entry with this formula, charge and spin (kcal per mole) = 1.38

---

3.
The following is a quantum chemistry calculation of a cluster of 24 separate species, C6H64BO25P in total, from OMol25.

The geometry in ORCA input format:
```
! RIJCOSX wB97M-V def2-TZVPD def2/J DEFGRID3
* xyz 0 1
C 7.961 1.508 -1.132
O 7.738 2.566 -0.185
B 6.598 2.294 0.583
O 6.686 1.413 1.672
P 4.896 3.171 0.064
C 3.238 3.892 -0.466
C 2.001 3.041 -0.097
C 2.147 1.522 -0.230
C 0.994 0.868 0.545
C 2.077 1.100 -1.722
H 8.750 1.803 -1.817
H 7.057 1.304 -1.717
H 8.238 0.585 -0.613
H 6.632 0.502 1.360
H 5.595 4.352 -0.359
H 4.762 2.143 -0.958
H 4.380 3.031 1.414
H 3.140 4.849 0.067
H 3.276 4.159 -1.528
H 1.659 3.326 0.900
H 1.195 3.331 -0.781
H 3.065 1.128 0.210
H 1.040 -0.222 0.474
H 1.108 1.091 1.608
H 0.029 1.218 0.193
H 2.740 0.260 -1.913
H 2.365 1.952 -2.341
H 1.041 0.859 -1.980
O -1.224 2.144 2.411
H -0.453 2.695 2.573
H -1.046 1.344 2.926
O 3.418 0.481 -4.542
H 2.782 0.834 -5.177
H 3.782 -0.296 -4.978
O -1.825 -0.708 3.352
H -1.758 -1.593 2.978
H -2.758 -0.621 3.567
O 1.107 1.920 -4.788
H 1.116 1.360 -3.999
H 0.445 2.595 -4.595
O -4.183 0.204 2.126
H -3.825 1.102 2.144
H -5.144 0.325 2.060
O -3.808 -2.932 3.094
H -4.395 -3.145 3.827
H -3.978 -1.996 2.923
O -6.131 -5.158 2.622
H -5.362 -4.625 2.848
H -5.985 -5.982 3.097
O -2.585 -1.235 0.057
H -1.780 -1.475 0.527
H -3.026 -0.597 0.642
O -0.433 0.411 -6.801
H 0.245 1.036 -6.514
H 0.026 -0.437 -6.832
O -7.758 -7.658 1.952
H -7.493 -6.730 1.915
H -8.716 -7.637 1.881
O 0.619 0.405 3.681
H 0.217 -0.287 4.220
H 1.542 0.423 3.956
O -2.666 -2.548 5.799
H -1.999 -1.973 6.187
H -2.232 -3.405 5.736
O -2.186 -0.876 -4.860
H -2.512 -0.205 -4.253
H -1.545 -0.413 -5.425
O -0.721 -3.616 2.826
H -0.639 -4.494 2.432
H -1.671 -3.558 3.023
O 3.951 2.833 4.037
H 4.787 2.677 3.581
H 4.184 2.830 4.971
O -6.929 0.396 3.072
H -7.037 -0.232 3.793
H -7.554 1.101 3.265
O -4.416 -7.665 2.529
H -3.942 -8.348 2.044
H -5.214 -8.117 2.830
O 1.242 2.958 -7.990
H 1.215 2.845 -7.035
H 1.798 3.735 -8.099
O 0.210 -2.428 -4.507
H -0.723 -2.303 -4.273
H 0.587 -2.974 -3.810
O 0.947 4.750 -5.750
H 1.772 4.582 -5.279
H 0.526 5.453 -5.244
O -4.108 3.633 3.104
H -3.258 3.430 2.691
H -3.906 3.667 4.043
O 0.792 -4.082 0.451
H 0.446 -3.438 1.083
H 1.500 -3.618 -0.004
O -0.797 -0.229 -1.754
H -0.350 -0.940 -2.226
H -1.595 -0.644 -1.388
*
```

Computed properties:
- frontier orbital gap (eV) = 7.173
- max |F| (eV/Å) = 1.2
- highest occupied orbital energy (eV) = -7.3
- DFT total energy (eV) = -68412.8612
- ΔE to the lowest compared entry with this formula, charge and spin (kcal per mole) = 0.00